A molecular structure, CH3Br2N2 at a distorted geometry, computed with ωB97M-V with the def2-TZVPD basis set.

Calculated values
multiplicity	3
total charge	+1
energy	-144137.4669	eV

Geometry as XYZ:
```
8
CH3Br2N2 ωB97M-V with the def2-TZVPD basis set
C 0.284 -0.243 -0.962
N 0.504 0.912 1.679
N -0.600 -1.127 -0.880
Br 1.946 1.947 1.616
Br -1.099 1.622 1.991
H 0.956 -0.086 -1.795
H -0.807 -1.827 -1.607
H -1.184 -1.197 -0.042
```

What are the natural (NBO) partial charges on each atom? They are as follows, in elementary charge units: 0.48 -0.66 -0.69 0.38 0.35 0.22 0.46 0.46